# 1
# C6H6O2

A single C6H6O2 molecule (ωB97M-V with the def2-TZVPD basis set, the OMol25 dataset).

Output
LUMO, hartree: 0.0192
Kohn-Sham gap, eV: 10.337
Molar mass, g mol⁻¹: 110.1
Spin multiplicity: 1
HOMO level, eV: -9.82
SMILES string: O=C1CC=C[C@@H]2O[C@@H]12

CARTESIAN COORDINATES (ANGSTROEM)
O (2.54, -0.02, 0.14)
C (1.31, -0.03, 0.03)
C (0.45, -1.29, 0.02)
C (-1.05, -1.44, -0.22)
C (-1.88, -0.52, 0.11)
C (-0.99, 0.85, 0.56)
O (-0.51, 1.97, -0.23)
C (0.15, 0.80, -0.44)
H (0.60, -2.04, 0.96)
H (0.70, -1.90, -0.96)
H (-1.30, -2.45, -0.26)
H (-3.06, -0.54, 0.19)
H (-0.60, 0.91, 1.56)
H (-0.58, 0.30, -1.14)

Here are the Mulliken charges for atoms 1 to 2, given in e: -0.562 0.350

---

# 2
# C6H6O2S

A 2-piece molecular cluster, C6H6O2S overall (ωB97M-V with the def2-TZVPD basis set, the OMol25 dataset).

Output
LUMO, hartree: -0.0161
Kohn-Sham gap, eV: 8.258
Molar mass, g mol⁻¹: 142.2
Spin multiplicity: 1
HOMO level, eV: -8.70
SMILES string: O=C=C=CS.CC=C=O

CARTESIAN COORDINATES (ANGSTROEM)
O (0.00, -2.70, 2.13)
C (1.05, -2.28, 1.92)
C (2.04, -1.69, 1.40)
C (2.99, -0.80, 1.20)
S (3.23, 0.52, 2.24)
H (3.65, -0.79, 0.32)
H (2.23, 0.25, 3.17)
C (-1.80, 0.81, -1.47)
C (-0.67, 0.47, -2.51)
C (0.50, 0.23, -1.97)
O (1.51, -0.18, -1.56)
H (-2.65, 0.11, -1.53)
H (-2.10, 1.81, -1.51)
H (-1.43, 0.65, -0.41)
H (-0.67, 1.09, -3.42)

Here are the Mulliken charges for atoms 1 to 2, given in e: -0.424 1.037

---

# 3
# C6H6O3

A single C6H6O3 molecule (ωB97M-V with the def2-TZVPD basis set, the OMol25 dataset).

Output
LUMO, hartree: 0.0099
Kohn-Sham gap, eV: 7.594
Molar mass, g mol⁻¹: 126.1
Spin multiplicity: 1
HOMO level, eV: -7.33
SMILES string: O/C=C(\O)c1ccco1

CARTESIAN COORDINATES (ANGSTROEM)
O (-2.04, -1.51, -1.86)
C (-0.89, -1.00, -1.47)
C (-0.63, -0.95, -0.13)
O (-1.37, -1.40, 0.89)
C (0.42, -0.18, 0.42)
C (0.47, 0.49, 1.66)
C (1.63, 1.55, 1.41)
C (1.81, 1.47, 0.07)
O (1.13, 0.55, -0.61)
H (-2.62, -1.19, -2.75)
H (-0.23, -0.54, -2.23)
H (-2.11, -2.00, 0.50)
H (-0.25, 0.43, 2.46)
H (2.17, 2.34, 2.09)
H (2.52, 1.95, -0.45)

Here are the Mulliken charges for atoms 1 to 2, given in e: -0.602 0.053

---

# 4
# C6H6O4S2

An isolated ion of composition C6H6O4S2 and charge -2 (ωB97M-V with the def2-TZVPD basis set, the OMol25 dataset).

Output
Charge: -2
LUMO, hartree: 0.1924
Kohn-Sham gap, eV: 5.345
Molar mass, g mol⁻¹: 206.2
Spin multiplicity: 1
HOMO level, eV: -0.11

CARTESIAN COORDINATES (ANGSTROEM)
C (1.72, 1.70, -0.92)
C (2.39, 0.73, -0.25)
C (3.92, 0.77, 0.20)
C (1.34, -0.41, 0.20)
C (-0.04, -0.12, -0.51)
C (-1.34, -0.31, 0.29)
O (4.49, 1.82, -0.23)
O (0.53, -2.87, 0.59)
O (4.14, -0.03, 1.14)
O (1.44, -2.38, -1.55)
S (0.05, 1.54, -1.31)
S (1.66, -2.31, -0.06)
H (2.28, 2.60, -1.23)
H (1.08, -0.42, 1.34)
H (-0.18, -0.81, -1.40)
H (-1.34, 0.28, 1.22)
H (-1.62, -1.39, 0.42)
H (-2.18, 0.03, -0.34)

Here are the Mulliken charges for atoms 1 to 2, given in e: -0.079 -0.286

---

# 5
# C6H6O6S3

A single C6H6O6S3 molecule (ωB97M-V with the def2-TZVPD basis set, the OMol25 dataset).

Output
LUMO, hartree: -0.0438
Kohn-Sham gap, eV: 8.657
Molar mass, g mol⁻¹: 270.3
Spin multiplicity: 1
HOMO level, eV: -9.85

CARTESIAN COORDINATES (ANGSTROEM)
C (-1.44, 0.17, 0.29)
C (1.23, 1.07, -0.10)
C (-0.18, -1.24, 1.92)
C (1.19, -0.64, 1.85)
C (-0.48, -0.89, 0.44)
C (1.08, -0.35, 0.32)
O (-3.20, 0.93, -1.68)
O (-1.72, -1.01, -2.16)
O (1.82, 2.21, -2.43)
O (1.30, -0.17, -2.54)
O (-0.76, 2.83, 0.39)
O (-0.64, 1.46, -1.79)
S (-2.02, 0.17, -1.41)
S (1.30, 1.06, -1.85)
S (-0.42, 1.55, -0.09)
H (0.07, -2.28, 2.15)
H (-0.96, -1.00, 2.62)
H (1.34, 0.21, 2.59)
H (1.82, -1.44, 2.09)
H (-0.78, -1.62, -0.22)
H (1.44, -1.04, -0.39)

Here are the Mulliken charges for atoms 1 to 2, given in e: -0.193 -0.213

---

# 6
# C6H6OS2

A single C6H6OS2 molecule (ωB97M-V with the def2-TZVPD basis set, the OMol25 dataset).

Output
LUMO (alpha / beta), hartree: -0.0182 / -0.0342
Kohn-Sham gap (alpha / beta), eV: 7.310 / 7.140
Molar mass, g mol⁻¹: 158.2
Spin multiplicity: 1
HOMO level (alpha / beta), eV: -7.80 / -8.07

CARTESIAN COORDINATES (ANGSTROEM)
C (-0.01, -1.58, -1.14)
C (-1.24, -1.77, -0.48)
C (0.89, -0.73, -0.57)
C (-2.47, 0.71, 0.30)
C (0.94, 0.77, -0.36)
C (1.17, 0.98, 1.19)
O (0.01, 1.55, -1.02)
S (-2.21, -0.92, 0.70)
S (-1.64, 1.89, -0.34)
H (0.29, -2.30, -1.80)
H (-1.68, -2.77, -0.41)
H (2.07, 0.96, -0.66)
H (2.25, 0.58, 1.26)
H (0.43, 0.58, 1.88)
H (1.18, 2.07, 1.46)

Here are the Mulliken charges for atoms 1 to 2, given in e: -0.280 -0.503

---

Calculated total energy list, top to bottom, in hartree: -382.46853 -780.75640 -457.82206 -1329.54261 -1877.89438 -1103.57263
ΔE to the lowest compared entry with this formula, charge and spin list, top to bottom, in kJ/mol: 570.3 317.9 302.1 28.4 210.6 728.8